Entry from the OMol25 dataset: 2 unconnected molecules or ions with the total composition C2ClN3O4 in a non-equilibrium geometry (ωB97M-V with the def2-TZVPD basis set).

Calculated values
- ΔE to the lowest compared entry with this formula, charge and spin (kJ/mol) = 245.7
- HOMO energy (eV) = -12.3
- F_max (Eh/bohr) = 0.1316
- LUMO energy (eV) = -3.04

```
! RIJCOSX wB97M-V def2-TZVPD def2/J DEFGRID3
* xyz 0 1
C -1.50763 -0.41184 1.01698
C 0.48618 -0.10525 0.24825
N -2.50760 -0.60421 1.50702
N 0.23366 -0.91850 -0.99510
N 0.44555 1.37071 -0.00357
O 0.53327 -2.07331 -0.93047
O -0.26576 -0.32730 -1.90986
O -0.63367 1.87234 -0.10748
O 1.52117 1.89146 -0.09591
Cl 1.69485 -0.69409 1.27012
*
```

=====

Entry from the OMol25 dataset: 2 unconnected molecules or ions with the total composition C3H9N3 in a non-equilibrium geometry (ωB97M-V with the def2-TZVPD basis set).

Calculated values
- ΔE to the lowest compared entry with this formula, charge and spin (kJ/mol) = 88.6
- HOMO energy (eV) = -19.7
- F_max (Eh/bohr) = 0.0859
- LUMO energy (eV) = -8.62

```
! RIJCOSX wB97M-V def2-TZVPD def2/J DEFGRID3
* xyz 2 1
C 2.87322 -0.27138 -0.24798
C -1.72386 0.31769 -0.42354
C -3.98999 -0.17722 0.54841
N 1.84819 0.40439 -0.62746
N 3.49842 0.11630 0.80888
N -2.82569 0.16081 -0.10771
H 3.17288 -1.22940 -0.54404
H 1.83739 1.44259 -0.48421
H -4.87946 -0.47787 -0.01640
H -4.22878 0.77870 1.04099
H -3.83813 -0.74155 1.46053
H 1.55356 0.19404 -1.58395
H 4.34734 -0.37256 1.15715
H 3.26097 0.98124 1.23050
H -0.96729 0.65004 -1.14113
*
```

=====

Entry from the OMol25 dataset: a gas-phase ion, C8H13Cl2N2 (charge +1) in a non-equilibrium geometry (ωB97M-V with the def2-TZVPD basis set).

Calculated values
- ΔE to the lowest compared entry with this formula, charge and spin (kJ/mol) = 0.0
- SMILES string = C[NH+](C)C1=C(Cl)C[C@@](N)(Cl)C=C1
- HOMO energy (eV) = -12.5
- F_max (Eh/bohr) = 0.1172
- LUMO energy (eV) = -3.95

```
! RIJCOSX wB97M-V def2-TZVPD def2/J DEFGRID3
* xyz 1 1
C -0.48297 -0.03208 -1.06827
C -1.16355 1.10566 -1.01222
C 0.17568 -0.51699 0.08388
C -0.03894 0.17095 1.32982
C -0.93020 1.30404 1.47031
C -1.00859 2.06130 0.13867
C 0.33776 -2.84934 -0.21708
C 2.17218 -1.37237 -0.94811
N -1.99149 3.04256 0.11895
N 1.09905 -1.60569 0.07222
Cl 0.72490 -0.46745 2.75102
Cl 0.68038 2.90448 -0.18950
H -0.55979 -0.56699 -2.01979
H -1.64535 1.50843 -1.88395
H -2.00408 1.15008 1.85976
H -0.53782 1.93259 2.26127
H -0.23697 -2.62006 -1.13223
H 0.96898 -3.81628 -0.14287
H -0.38045 -3.05992 0.66527
H 1.69363 -1.64758 -1.91459
H 2.60037 -0.22474 -1.05785
H 2.93841 -2.07976 -0.58092
H -1.87135 3.48117 0.99038
H -1.90017 3.87493 -0.58155
H 1.36035 -1.67693 1.00738
*
```

=====

Entry from the OMol25 dataset: a molecular structure, C2HBr2NO in a non-equilibrium geometry (ωB97M-V with the def2-TZVPD basis set).

Calculated values
- ΔE to the lowest compared entry with this formula, charge and spin (kJ/mol) = 213.9
- HOMO energy (eV) = -8.9
- F_max (Eh/bohr) = 0.0320
- LUMO energy (eV) = -0.75

```
! RIJCOSX wB97M-V def2-TZVPD def2/J DEFGRID3
* xyz 0 1
C -0.28504 0.24006 1.11370
C 0.39512 -0.69219 -1.38797
N 0.50726 0.99409 1.59854
O -1.12568 -0.28661 0.48420
Br -0.44912 -2.15669 -1.98730
Br -0.21871 0.89473 -2.15774
H 1.17617 1.00660 2.33656
*
```

=====

Entry from the OMol25 dataset: 7 unconnected molecules or ions with the total composition C36H92N6O13 in a non-equilibrium geometry (ωB97M-V with the def2-TZVPD basis set).

Calculated values
- ΔE to the lowest compared entry with this formula, charge and spin (kJ/mol) = 70.4
- HOMO energy (alpha / beta) (eV) = -10.1 / -10.1
- F_max (Eh/bohr) = 0.0983
- LUMO energy (alpha / beta) (eV) = -1.91 / -6.96

```
! RIJCOSX wB97M-V def2-TZVPD def2/J DEFGRID3
* xyz 1 2
C 3.67066 -3.14890 3.79517
O 3.90536 -3.13334 2.37470
C 2.88970 -2.60332 1.46613
C 2.47140 -1.14815 1.77975
N 1.32492 -1.03028 2.71354
C 1.06633 0.24070 3.15754
C -0.24172 0.19846 4.03470
O -0.14956 -0.53869 5.25933
C 0.76289 0.04728 6.16004
H 4.37803 -3.75579 4.36034
H 2.68837 -3.58751 3.97075
H 3.76256 -2.12320 4.15237
H 1.93857 -3.13215 1.52763
H 3.31515 -2.78341 0.47888
H 2.22612 -0.72258 0.80670
H 3.30848 -0.56331 2.16099
H 1.38841 -1.75549 3.41363
H 0.92064 0.94343 2.33715
H 1.96093 0.57821 3.68088
H -1.13800 -0.23565 3.59164
H -0.58108 1.21257 4.24569
H 1.75584 -0.33667 5.92608
H 0.54532 -0.28714 7.17440
H 0.73397 1.13436 6.23433
C -0.98833 -3.63960 3.96902
O -1.41705 -4.50181 2.91924
C -2.07434 -3.80287 1.84298
C -1.25028 -2.66720 1.14431
N -1.45609 -2.68087 -0.28345
C -0.61662 -1.74230 -0.97544
C -0.12675 -2.12291 -2.28572
O 1.15036 -1.48982 -2.52280
C 1.75105 -1.88338 -3.71893
H -0.25560 -2.89914 3.64819
H -0.48338 -4.11715 4.80871
H -1.82055 -3.01701 4.29749
H -2.99022 -3.40286 2.27802
H -2.39039 -4.57354 1.13995
H -0.16541 -2.70084 1.24452
H -1.40402 -1.70837 1.63941
H -1.45884 -3.62669 -0.63774
H 0.23737 -1.61885 -0.30944
H -1.05833 -0.75098 -1.07679
H -0.74903 -1.69141 -3.06972
H 0.03360 -3.16619 -2.55771
H 2.30549 -2.79127 -3.48132
H 2.47340 -1.12353 -4.01717
H 1.09239 -2.18644 -4.53282
C -4.17748 4.28178 -2.18167
O -3.64422 3.24243 -3.08346
C -2.63592 2.42966 -2.49134
C -2.09152 1.45437 -3.53786
N -1.60234 2.18039 -4.75805
C -1.28547 1.21345 -5.86187
C -2.39257 0.22295 -6.20720
O -3.55481 0.81973 -6.70212
C -3.41389 1.51203 -7.90119
H -3.42498 5.05264 -2.01552
H -4.20606 3.96121 -1.14027
H -5.08076 4.67461 -2.64845
H -3.02981 2.05191 -1.54781
H -1.80104 2.99971 -2.08377
H -2.85414 0.72499 -3.81082
H -1.27789 0.89235 -3.07932
H -2.39118 2.59108 -5.23677
H -0.41440 0.73226 -5.41713
H -0.81823 1.82654 -6.63253
H -2.52425 -0.43965 -5.35179
H -1.99737 -0.46868 -6.95123
H -2.77867 2.38875 -7.77481
H -4.39608 1.87566 -8.20314
H -3.07085 0.84388 -8.69113
C 0.78920 3.66547 -1.84598
O 0.88159 2.57602 -0.93579
C 1.83763 1.53936 -1.29052
C 3.31160 1.82384 -0.84450
N 4.24220 1.24045 -1.83461
C 4.35145 -0.18151 -1.52787
C 5.19002 -0.96906 -2.54093
O 6.59975 -0.65978 -2.47025
C 7.34413 -1.51248 -3.34773
H -0.08453 4.29521 -1.67834
H 0.68145 3.14754 -2.79901
H 1.79230 4.08176 -1.93872
H 1.83105 1.22516 -2.33423
H 1.41761 0.66678 -0.79023
H 3.36332 1.32261 0.12204
H 3.39381 2.90780 -0.76466
H 4.07795 1.39129 -2.81968
H 3.37789 -0.65195 -1.66565
H 4.74858 -0.44687 -0.54809
H 4.85374 -0.83593 -3.56918
H 5.06628 -2.02763 -2.31244
H 8.41841 -1.33575 -3.29497
H 7.35176 -1.24598 -4.40463
H 7.28761 -2.56124 -3.05618
C -4.47979 -0.47377 -0.66526
O -3.73915 -0.63785 -1.87888
C -4.40871 -1.43371 -2.97318
C -4.95275 -2.90226 -2.66742
N -3.78094 -3.82791 -2.59921
C -4.10341 -5.13427 -1.91421
C -2.77318 -6.09799 -1.81111
O -1.65251 -5.59281 -0.97075
C -0.45303 -6.35233 -1.17644
H -4.01721 0.11380 0.12776
H -4.63322 -1.46060 -0.22854
H -5.48802 -0.08706 -0.81366
H -3.73834 -1.44600 -3.83257
H -5.21409 -0.76141 -3.26896
H -5.62024 -3.21462 -3.47051
H -5.61448 -2.82341 -1.80486
H -3.01334 -3.31249 -2.19273
H -4.86999 -5.60991 -2.52595
H -4.47957 -4.94783 -0.90831
H -2.18962 -6.29467 -2.71048
H -2.93952 -7.06488 -1.33619
H -0.16252 -6.62759 -2.19031
H -0.53217 -7.32548 -0.69184
H 0.35570 -5.74869 -0.76454
C 0.52717 3.68325 1.70048
O 0.17937 4.30701 2.87124
C 0.62787 5.63363 2.97245
C 1.90183 5.83030 3.79292
N 1.46939 5.99062 5.18002
C 0.92939 4.79140 5.83063
C 0.39388 4.95363 7.25500
O 1.43452 4.91433 8.24308
C 1.97491 3.61792 8.35589
H 1.61188 3.63234 1.60617
H 0.00863 4.25724 0.93252
H 0.13466 2.66958 1.61976
H -0.22006 6.22618 3.31598
H 0.90388 5.98370 1.97779
H 2.36279 6.80904 3.65997
H 2.70166 5.10916 3.62460
H 2.26854 6.34811 5.68367
H 1.63827 3.97250 5.70828
H 0.12103 4.42142 5.19994
H -0.32788 4.17337 7.49657
H -0.03546 5.95491 7.22019
H 1.18587 2.88672 8.53153
H 2.60645 3.55715 9.24221
H 2.58855 3.27528 7.52273
O -1.22476 0.79212 0.70861
H -1.07805 1.18886 -0.15005
H -0.68685 0.00038 0.70224
*
```

=====

Entry from the OMol25 dataset: 17 unconnected molecules or ions with the total composition H32O20P in a non-equilibrium geometry (ωB97M-V with the def2-TZVPD basis set).

Calculated values
- ΔE to the lowest compared entry with this formula, charge and spin (kJ/mol) = 278.8
- HOMO energy (eV) = -0.8
- F_max (Eh/bohr) = 0.1129
- LUMO energy (eV) = 7.36

```
! RIJCOSX wB97M-V def2-TZVPD def2/J DEFGRID3
* xyz -3 1
P 0.12334 0.04654 -0.08720
O 0.19125 -1.40334 -0.31448
O -1.36018 0.55978 -0.58222
O 1.17704 0.78817 -0.78783
O 0.27604 0.13470 1.40833
O 2.13765 -0.69429 -2.57817
H 1.79683 -0.03730 -1.89541
H 2.28124 -1.48058 -2.05901
O -2.40747 2.29076 1.02479
H -1.91905 2.28913 1.85366
H -1.97660 1.55986 0.46445
O -2.91574 -1.36221 -0.24700
H -2.33553 -2.08786 -0.38840
H -2.41416 -0.54512 -0.41581
O 3.43490 0.26784 0.18734
H 2.57379 0.36804 -0.21608
H 3.46088 -0.63099 0.58570
O 2.32658 0.91606 2.53916
H 2.76961 0.74737 1.68399
H 1.46596 0.62403 2.19088
O -0.89915 2.81754 -1.68227
H -1.20274 2.07065 -1.10542
H 0.03098 2.58535 -1.76213
O -1.73933 -0.90727 2.39141
H -0.90996 -0.43934 2.08386
H -2.13749 -1.12718 1.52285
O -0.53486 -3.46087 1.03929
H -0.67431 -3.25379 1.97049
H -0.18072 -2.69534 0.69095
O 0.96706 -1.90424 2.99901
H 0.30247 -2.14133 3.61658
H 0.62695 -1.19173 2.42461
O 2.25858 -2.68548 -0.77770
H 2.05073 -3.62860 -0.76549
H 1.48239 -2.07797 -0.47047
O -3.94502 0.99530 -1.79182
H -3.07444 0.77910 -1.56108
H -4.08338 1.93893 -1.67057
O -1.21609 -0.43495 -2.84919
H -1.39216 -0.12838 -1.93694
H -0.91633 -1.26253 -2.58452
O 1.42776 3.11745 0.64614
H 0.55302 3.51485 0.59208
H 1.30981 2.32031 0.18142
O -0.61625 1.96885 2.89724
H -0.28707 1.28301 2.28833
H 0.17258 2.39840 3.17396
O 1.64146 2.58946 -2.36588
H 2.01237 3.25133 -1.76666
H 1.42538 1.84530 -1.73863
O -0.73052 -2.86318 -2.05332
H -0.26531 -2.28426 -1.41732
H -0.14279 -3.33997 -2.58549
*
```

=====

Entry from the OMol25 dataset: C7H13N in the gas phase in a non-equilibrium geometry (ωB97M-V with the def2-TZVPD basis set).

Calculated values
- ΔE to the lowest compared entry with this formula, charge and spin (kJ/mol) = 212.3
- SMILES string = C/C=C/C(N)=C(C)C
- HOMO energy (eV) = -7.1
- F_max (Eh/bohr) = 0.0339
- LUMO energy (eV) = 1.05

```
! RIJCOSX wB97M-V def2-TZVPD def2/J DEFGRID3
* xyz 0 1
C -1.20049 1.69560 -1.05188
C 0.06539 1.42842 1.11890
C 2.57029 -1.27038 0.25594
C -1.04319 -0.58925 0.02147
C -0.61157 0.74078 -0.04279
N -2.25916 -1.04301 -0.45366
C 0.02621 -1.46208 0.30604
C 1.19865 -0.97033 -0.25425
H -2.34857 -2.02902 -0.65359
H -3.00555 -0.36177 -0.46060
H -0.03202 -2.30850 0.98231
H 1.17481 -0.54855 -1.25509
H -1.61088 1.17639 -1.92219
H -0.41590 2.36971 -1.41283
H -1.99246 2.31867 -0.62199
H -0.61452 2.16484 1.56798
H 0.34907 0.73114 1.90988
H 0.95962 1.96957 0.79512
H 3.02910 -0.35140 0.63950
H 2.55130 -1.99733 1.07171
H 3.20989 -1.66353 -0.53997
*
```

=====

Entry from the OMol25 dataset: a molecular structure, C23H67Br3N13O11P3 in a non-equilibrium geometry (ωB97M-V with the def2-TZVPD basis set).

Calculated values
- ΔE to the lowest compared entry with this formula, charge and spin (kJ/mol) = 291.7
- HOMO energy (eV) = -8.5
- F_max (Eh/bohr) = 0.0668
- LUMO energy (eV) = -0.90

```
! RIJCOSX wB97M-V def2-TZVPD def2/J DEFGRID3
* xyz 0 1
C 10.12608 -6.55661 -25.49714
N 9.70775 -5.25959 -24.82808
O 10.55415 -4.38321 -24.85199
O 8.50071 -5.11088 -24.51197
H 10.79393 -6.90258 -24.70822
H 10.63632 -6.20323 -26.39317
H 9.31981 -7.24909 -25.73902
C 6.24367 -3.08971 -31.09313
N 6.79345 -2.10859 -31.98110
O 7.06739 -1.05679 -31.50333
O 6.93438 -2.43263 -33.13553
H 5.26020 -3.31220 -31.50709
H 6.13242 -2.58729 -30.13224
H 6.85069 -3.99450 -31.06164
C 10.81794 -0.16307 -26.50074
N 9.50395 0.51807 -26.08752
O 9.66055 1.64053 -25.62410
O 8.46395 0.01665 -26.43442
H 10.64846 -0.71728 -27.42390
H 11.20599 -0.87412 -25.77141
H 11.55068 0.62116 -26.69091
C 10.45176 -2.16361 -31.59151
N 10.33950 -3.63966 -31.83232
O 9.28632 -4.24761 -31.56243
O 11.24908 -4.22764 -32.41222
H 10.11503 -1.93370 -30.58064
H 9.92640 -1.55273 -32.32562
H 11.51888 -1.94965 -31.65136
O 8.11864 -0.08597 -20.75528
P 7.52589 -1.46361 -20.93708
N 8.60948 -2.68095 -20.37283
C 8.95576 -2.87361 -18.96203
C 9.69776 -3.09060 -21.28994
N 7.09402 -1.91410 -22.50389
C 7.80635 -1.37017 -23.65846
C 6.38939 -3.18849 -22.72244
N 6.07891 -1.73146 -20.06210
C 5.66734 -3.04319 -19.58820
C 4.93573 -0.76276 -20.10891
H 9.26156 -3.90451 -18.78364
H 8.21185 -2.47032 -18.27496
H 9.84409 -2.26982 -18.77650
H 9.34499 -3.10093 -22.32122
H 10.05231 -4.10979 -21.13613
H 10.59632 -2.48165 -21.19056
H 8.71791 -1.92647 -23.87684
H 7.16373 -1.34040 -24.53838
H 8.15514 -0.36782 -23.41001
H 7.07057 -4.03757 -22.66638
H 5.64441 -3.37970 -21.95007
H 5.97947 -3.20559 -23.73228
H 6.47124 -3.77904 -19.60715
H 5.35964 -2.91940 -18.54988
H 4.83081 -3.46552 -20.14493
H 5.10688 -0.14223 -20.98855
H 4.77780 -0.21921 -19.17741
H 4.00059 -1.25865 -20.36911
O 16.92396 -5.67279 -23.92458
P 15.68447 -4.83517 -24.18368
N 14.81078 -5.21186 -25.61955
C 13.41749 -4.77694 -25.99101
C 15.14191 -6.52508 -26.15549
N 15.81546 -3.10079 -24.30385
C 16.11101 -2.50964 -25.60513
C 16.13322 -2.29860 -23.11266
N 14.51094 -5.03621 -22.91831
C 13.25384 -4.28625 -22.87265
C 14.94963 -5.42005 -21.58181
H 12.68872 -5.37441 -25.44327
H 13.26204 -4.82753 -27.06868
H 13.27975 -3.76359 -25.61384
H 16.17604 -6.44316 -26.49009
H 14.55947 -6.85008 -27.01760
H 15.05173 -7.26136 -25.35683
H 15.51621 -2.92091 -26.42071
H 15.94542 -1.43345 -25.65504
H 17.16843 -2.60805 -25.85066
H 16.83240 -2.84711 -22.48149
H 16.64472 -1.37655 -23.38888
H 15.28831 -2.00527 -22.48961
H 12.56847 -4.86581 -23.49110
H 12.83802 -4.33563 -21.86629
H 13.38140 -3.27504 -23.25902
H 14.81970 -4.55911 -20.92606
H 16.02906 -5.55233 -21.50819
H 14.56166 -6.35433 -21.17598
O 4.30067 -5.51821 -31.53677
P 4.59272 -6.87283 -31.08682
N 5.12091 -6.90751 -29.43830
C 4.18404 -6.40800 -28.47331
C 6.03684 -7.91269 -28.88396
N 5.80991 -7.62741 -32.08473
C 6.11092 -9.06281 -32.12002
C 6.77206 -6.79993 -32.73128
N 3.31478 -7.96029 -31.21506
C 2.45365 -7.94869 -32.40277
C 3.23967 -9.26162 -30.52975
H 4.69132 -6.33852 -27.51105
H 3.31297 -7.06115 -28.42111
H 3.89612 -5.40282 -28.78123
H 6.84953 -8.29892 -29.49914
H 5.44187 -8.79103 -28.63370
H 6.45857 -7.50884 -27.96355
H 7.16582 -9.24695 -32.32343
H 5.72500 -9.51773 -31.20775
H 5.49955 -9.52948 -32.89239
H 6.42658 -6.10188 -33.49383
H 7.03884 -6.13560 -31.90933
H 7.67756 -7.35372 -32.97922
H 1.51044 -8.47363 -32.25144
H 2.14824 -6.92962 -32.64013
H 2.96709 -8.44311 -33.22741
H 3.57550 -10.13273 -31.09231
H 2.16438 -9.41321 -30.43548
H 3.56062 -9.26435 -29.48808
C 9.10156 -3.39008 -27.63367
Br 8.00088 -5.04814 -27.53859
Br 8.26272 -1.95420 -28.75170
Br 10.91802 -3.68842 -28.30933
H 9.16496 -3.08905 -26.58799
*
```